Entry 1:
Here is a structure of composition C17H24N4O4S2 in a non-equilibrium geometry from OMol25. Energies are from ωB97M-V/def2-TZVPD.

```
51
Properties=species:S:1:pos:R:3:forces:R:3
C -1.822870 1.645768 -0.110286 -3.14 -4.99 -10.03
C -1.115193 2.565571 -0.892808 -0.99 5.70 -3.18
C -1.073124 2.180061 -2.416813 -3.99 9.28 -0.95
C -0.196268 3.208162 -3.267279 -8.15 2.84 -3.08
N 1.002865 3.054657 -2.912973 15.31 -0.98 4.21
S 1.888328 1.717745 -3.351931 -1.88 -5.00 -4.35
O 3.350022 1.981130 -3.360517 -2.99 -0.65 0.10
O 1.186862 1.006920 -4.601652 2.70 3.10 4.33
C 1.558363 0.506398 -2.058618 2.30 1.72 4.52
C 0.861929 -0.663021 -2.106440 1.47 2.26 -6.38
C 0.825193 -1.534342 -1.114709 -4.72 -4.38 -1.37
C 1.085689 -1.111529 0.066777 -0.77 1.15 9.54
C 1.526677 0.155155 0.366846 6.12 3.10 1.49
C 2.090227 0.890391 -0.676801 -5.16 -4.16 -3.86
H 2.469680 1.804922 -0.684924 2.16 3.72 0.88
H 2.121971 0.533424 1.417877 -2.70 -1.61 -2.46
C 0.666007 -1.772862 1.544927 3.68 -2.53 -2.17
O 1.494394 -1.743455 2.465036 -3.05 0.54 -1.82
N -0.342353 -2.806959 1.401119 5.48 7.54 -4.22
C -0.714539 -3.417028 2.416588 -12.17 -5.03 -7.31
N -1.934785 -4.216659 2.188204 4.88 1.80 4.72
N -1.801837 -4.764295 3.444828 -9.75 -6.70 -1.88
C -0.863148 -4.548959 4.192708 -0.77 0.09 0.91
C -0.551965 -4.819601 5.621600 -15.70 -3.03 -1.12
H 0.327219 -4.890007 5.645748 13.15 0.17 2.10
H -0.902578 -6.055758 5.764570 0.89 3.63 -0.40
S -1.952229 -3.892190 6.741024 3.54 -0.30 -0.80
C -3.266967 -4.931879 6.276599 -2.73 14.26 -6.10
H -3.324513 -5.672534 6.737027 -0.65 -12.08 6.81
H -4.158604 -4.162855 6.827354 2.03 -2.31 -1.84
H -3.422537 -4.927839 5.173418 -0.04 -0.32 0.98
O -0.271050 -3.654907 3.442657 12.76 4.26 9.15
H -0.931343 -2.643245 0.602454 -0.57 -0.56 0.26
H 0.038933 -2.342433 -1.212071 1.65 0.18 -0.18
H 0.579539 -0.881104 -3.147326 -0.50 -0.35 0.57
C 2.277813 4.088686 -2.911937 -10.03 6.78 -3.18
C 2.228951 4.622471 -4.438044 10.39 0.52 5.59
H 3.180286 5.702313 -4.159149 -2.85 -2.81 -1.32
H 1.436085 5.071681 -4.794347 -4.18 1.76 -1.64
H 2.918467 3.992909 -5.010660 -0.99 0.08 -0.50
H 3.065399 3.970821 -2.339264 4.01 -1.99 1.81
H 1.903672 5.159102 -2.246028 0.10 -3.08 -1.77
H -0.228986 3.103292 -4.408018 -1.10 -0.29 1.17
H -0.489957 4.411808 -3.131632 0.35 -3.23 0.17
H -2.061120 2.472164 -3.023784 1.14 -1.26 1.99
H -0.907262 1.237738 -2.546760 1.43 -5.55 -1.12
H -1.569610 3.685985 -0.729696 0.89 -2.36 -0.80
H -0.161494 2.689933 -0.513870 2.38 0.13 0.46
H -1.818163 1.746632 0.793047 -0.02 1.27 10.23
H -1.315927 0.708460 -0.415297 -0.50 -0.39 0.80
H -2.886148 1.539163 -0.546771 1.32 0.05 1.05
```
Positions in Å, forces in eV/Å.

Summary:
HOMO-LUMO gap   0.296 Ha
F_max   16.27 eV/Å
Energy above the lowest of the compared OMol25 structures with the same formula, charge and spin   2148.8 kJ/mol
HOMO level   -8.62 eV
E   -53818.5473 eV

---

Entry 2:
Here is a structure of composition Cl2O8Rb2 in a non-equilibrium geometry from OMol25. Energies are from ωB97M-V/def2-TZVPD.

```
12
Properties=species:S:1:pos:R:3:forces:R:3
Rb 0.304300 7.509530 19.661520 0.16 0.34 -0.20
Rb 4.361230 16.503790 25.040080 0.09 -0.22 -0.16
Cl 6.877230 10.255030 22.224590 -5.46 9.98 -1.82
O 5.577450 10.140960 21.456350 2.38 -0.82 0.15
O 7.889260 11.109800 21.711170 1.21 1.55 -2.93
O 6.427260 11.146650 23.316040 -0.20 -2.42 2.23
O 7.517180 9.085530 22.300000 1.86 -8.17 2.51
Cl -0.066530 12.124830 16.377140 -2.60 8.56 -3.49
O 1.244250 11.720800 16.557790 3.00 -2.27 1.91
O -0.926370 11.142810 15.897050 -1.70 -3.99 0.42
O -0.657320 12.947340 17.409700 0.04 -2.23 3.41
O -0.073490 13.163270 15.359110 1.21 -0.32 -2.02
```
Positions in Å, forces in eV/Å.

Summary:
HOMO-LUMO gap   0.149 Ha
F_max   11.52 eV/Å
Energy above the lowest of the compared OMol25 structures with the same formula, charge and spin   553.7 kJ/mol
HOMO level   -6.59 eV
E   -42715.6698 eV

---

Entry 3:
Here is the molecule C5H8O2 in a non-equilibrium geometry from OMol25. Energies are from ωB97M-V/def2-TZVPD.

```
15
Properties=species:S:1:pos:R:3:forces:R:3
O 0.110953 1.387336 2.085048 -0.19 0.16 0.01
C 0.542322 0.675879 0.953048 -0.26 -0.23 -0.34
C 0.119639 -0.783695 0.836181 0.16 -0.35 0.22
C 0.121647 -0.601256 -0.695457 -0.07 -0.13 0.25
O 1.039750 -1.199961 -1.534073 -0.04 -0.30 -0.12
C -1.200461 -0.116597 -1.069443 0.03 0.43 0.33
C -0.042751 0.875835 -0.474787 -0.58 0.18 -0.21
H 0.571484 2.237311 2.096787 -0.19 -0.23 0.03
H 1.651814 0.706174 0.920294 -0.52 0.25 -0.46
H 0.739886 -1.590952 1.210060 0.21 0.14 0.29
H -0.902969 -0.843786 1.223375 0.20 -0.43 -0.08
H 0.663245 -2.034890 -1.831454 0.10 -0.07 -0.05
H -1.376546 -0.088126 -2.156154 0.31 0.82 0.52
H -2.093997 -0.412992 -0.523420 0.25 0.03 0.13
H 0.055984 1.789722 -1.040005 0.61 -0.26 -0.49
```
Positions in Å, forces in eV/Å.

Summary:
HOMO-LUMO gap   0.378 Ha
F_max   1.02 eV/Å
Structure (SMILES)   O[C@H]1C[C@@]2(O)C[C@@H]12
Energy above the lowest of the compared OMol25 structures with the same formula, charge and spin   291.5 kJ/mol
HOMO level   -9.50 eV
E   -9406.8110 eV

---

Entry 4:
Here is a cluster of 8 separate species, C20H59N3O8 in total in a non-equilibrium geometry from OMol25. Energies are from ωB97M-V/def2-TZVPD.

```
90
Properties=species:S:1:pos:R:3:forces:R:3
C 6.898301 5.121598 17.436587 -1.09 -0.83 -1.04
O 7.335386 6.220524 16.639157 -0.46 -0.18 1.12
H 5.783247 5.111401 17.635526 0.93 0.28 -0.29
H 7.085953 4.240993 16.806559 0.15 -0.03 0.61
H 7.377378 5.068206 18.411037 0.38 -0.09 0.02
H 7.110680 6.975658 17.203460 0.21 0.67 -0.62
C 5.457455 6.826402 20.082904 0.49 -0.71 1.81
O 4.869943 7.986248 20.605579 -0.24 1.15 -0.04
H 5.679759 6.948408 19.046746 0.03 0.28 -0.63
H 6.389757 6.596699 20.653924 -0.42 -0.07 -0.63
H 4.753528 6.013485 20.232941 0.09 -0.54 -0.33
H 4.713213 7.871835 21.548678 0.06 -0.05 -0.18
C 7.405040 5.006657 13.034681 0.48 0.55 0.74
C 6.255804 5.941633 13.479881 0.08 0.10 -1.84
C 5.411132 6.342729 12.226326 0.54 -1.04 0.62
O 4.225614 6.998435 12.592133 -0.47 -0.27 -0.36
C 4.378973 8.342792 12.886122 -0.62 1.48 -0.02
N 5.379393 5.222036 14.363709 -0.94 -0.40 -0.53
H 8.045901 5.476838 12.266178 -0.11 -0.22 0.37
H 7.042449 4.047571 12.679908 -0.44 0.06 -0.35
H 8.002789 4.712565 13.923582 -0.19 0.46 -0.54
H 6.626999 6.854438 13.965992 0.30 -0.19 -0.10
H 5.110572 5.344980 11.839103 0.05 0.77 -0.37
H 5.957279 6.952689 11.489610 0.08 -0.39 0.10
H 4.556704 9.014880 12.016834 0.08 -0.67 -0.02
H 5.182219 8.545077 13.587829 0.17 -0.08 0.34
H 3.428284 8.706074 13.309744 0.38 -0.26 0.05
H 4.390863 5.423410 14.141762 0.83 0.05 0.44
H 5.616036 5.571931 15.255638 -0.29 0.07 1.41
C 13.686653 4.387163 17.475038 0.16 1.94 0.03
C 13.875942 4.365434 15.950378 -0.88 -1.49 0.19
C 12.974200 5.353536 15.168190 -0.99 -0.05 -0.01
O 11.599748 4.902829 15.354946 1.30 -0.64 0.80
C 10.567593 5.628886 14.746199 0.37 0.90 1.49
N 15.282808 4.517278 15.681929 -0.10 1.31 0.05
H 14.382833 3.717987 17.977929 -0.06 -0.29 -0.13
H 12.675504 4.176412 17.804537 -0.05 -0.01 -0.16
H 13.929573 5.417133 17.871527 -0.25 -0.91 -0.39
H 13.563502 3.346164 15.612062 -0.18 0.54 0.12
H 13.146056 5.306395 14.059288 0.36 0.27 0.92
H 13.082624 6.397587 15.573558 0.00 -0.74 -0.52
H 10.566319 5.492706 13.692710 0.24 0.40 -1.21
H 10.634210 6.688748 15.113653 -0.31 -0.59 -0.79
H 9.642151 5.192412 15.093768 -0.24 0.06 0.32
H 15.553327 4.061469 14.844410 0.40 -0.40 -0.64
H 15.833766 4.206891 16.459275 0.25 -0.16 0.07
C 9.463757 6.875502 19.743074 -0.47 0.18 -0.94
C 10.764353 6.513865 19.050040 -0.31 0.85 -1.03
C 11.270172 7.652394 18.191574 -1.20 0.30 -0.59
O 11.663140 8.640961 19.082191 0.03 0.96 -0.16
C 12.310808 9.664775 18.375053 1.56 -0.20 1.19
N 11.836234 6.144447 19.918980 0.52 -1.00 1.56
H 9.521596 7.904590 20.125847 -0.18 -0.41 0.13
H 9.307430 6.148712 20.524137 -0.31 -0.05 0.53
H 8.623394 6.780787 19.016068 0.48 0.29 0.54
H 10.604763 5.696642 18.367840 -0.23 -0.65 -0.28
H 10.516530 8.099208 17.458140 0.52 -0.85 0.76
H 12.149322 7.365544 17.633128 0.27 -0.52 -0.43
H 12.994544 9.258434 17.615557 -0.14 0.02 0.05
H 12.922443 10.139105 19.141160 0.11 0.45 -0.23
H 11.674574 10.393128 17.923935 -0.85 0.43 -0.38
H 12.104158 6.874013 20.583890 -0.25 0.05 -0.54
H 11.478182 5.389843 20.512868 0.43 0.11 -0.20
C 11.249826 1.708421 18.403667 1.20 0.97 -2.69
C 9.914447 2.198703 17.872660 -0.08 -0.02 1.30
O 9.818516 2.780238 16.607955 -1.30 -1.49 0.07
H 11.097545 1.181681 19.288704 -0.25 -1.14 1.45
H 11.992921 2.483992 18.605096 -0.33 0.19 0.08
H 11.736183 1.089574 17.621060 -0.31 -0.08 0.57
H 9.467825 2.809760 18.656271 -0.04 0.88 0.12
H 9.263476 1.344786 17.939989 -0.43 -0.56 -0.78
H 10.476084 3.418005 16.432136 1.56 1.28 -0.12
C 5.010189 2.270882 20.213833 1.35 -1.15 1.87
C 6.467434 2.365400 19.816649 -0.30 1.29 -0.26
O 7.159987 2.909050 20.923723 -0.42 0.06 0.71
H 4.600640 3.232198 20.462195 -0.13 0.50 -0.01
H 5.019542 1.649636 21.164657 -0.45 0.58 -1.11
H 4.449663 1.800000 19.448529 -0.72 -0.51 -0.64
H 6.577178 3.039943 18.966545 -0.04 0.03 -0.22
H 6.908601 1.435417 19.522916 0.03 -0.91 -0.10
H 8.059884 3.091283 20.688351 0.68 0.08 -0.26
C 7.383693 10.508060 15.662348 0.32 0.77 0.36
C 7.921291 9.521353 16.640072 0.65 -0.91 -0.17
O 6.897943 8.831917 17.337149 -0.78 0.60 1.42
H 6.724059 9.969775 15.030064 -0.76 -0.20 -0.84
H 8.158865 11.011561 15.067863 -0.12 -0.28 0.19
H 6.832329 11.271234 16.210231 -0.16 0.14 -0.14
H 8.659917 9.944248 17.290894 0.26 0.48 0.79
H 8.450867 8.710055 16.156409 0.18 -0.13 -0.52
H 6.592529 9.333267 18.128161 0.34 -0.41 -0.90
```
Positions in Å, forces in eV/Å.

Summary:
HOMO-LUMO gap   0.344 Ha
F_max   3.10 eV/Å
Structure (SMILES)   COC[C@H](C)N.COC[C@H](C)N.COC[C@H](C)N.CCO.CCO.CCO.CO.CO
Energy above the lowest of the compared OMol25 structures with the same formula, charge and spin   207.8 kJ/mol
HOMO level   -8.83 eV
E   -42542.9977 eV